Entry 1:
Molecular formula: C29H56As3CoN3O2SeSi
Method: DFT, ωB97M-V with the def2-TZVPD basis set

Positions of all 96 atoms, in Å:
Co1 -18.5642 -3.7602 -11.6909
C1 -18.4418 -6.4305 -8.9129
As1 -19.1442 -4.6904 -9.3743
C2 -21.1828 -5.0972 -9.5458
C3 -19.0528 -3.9953 -7.4912
C4 -19.2617 -2.5399 -7.0480
C5 -18.2066 -1.6212 -7.5673
C6 -20.7016 -2.0226 -7.5774
As2 -20.8504 -1.5576 -9.5458
C7 -20.5681 0.4331 -9.2630
C8 -22.7880 -1.5028 -9.4676
C9 -19.2538 -2.4022 -5.5063
As3 -20.6435 -3.3090 -4.3671
C10 -22.1094 -2.0932 -4.3912
C11 -21.6611 -4.7961 -5.2027
H1 -18.7344 -6.8894 -7.8739
H2 -17.3754 -6.3964 -9.0238
H3 -18.7371 -7.1739 -9.7189
H4 -21.2850 -6.2404 -9.5081
H5 -21.4939 -4.6270 -10.4972
H6 -21.6013 -4.6966 -8.6428
H7 -18.1301 -4.4494 -7.1353
H8 -19.8064 -4.6654 -7.0159
H9 -18.1916 -1.6084 -8.6385
H10 -17.2264 -1.8405 -7.2347
H11 -18.3816 -0.6306 -7.2512
H12 -20.7935 -1.0836 -7.0044
H13 -21.5118 -2.7378 -7.3944
H14 -19.6151 0.4812 -8.7038
H15 -21.2907 0.6515 -8.5011
H16 -20.6487 0.9331 -10.1747
H17 -22.9920 -1.0513 -8.5093
H18 -23.2094 -2.5378 -9.5391
H19 -23.2145 -0.9355 -10.3916
H20 -19.3027 -1.3215 -5.2291
H21 -18.2746 -2.6993 -5.0638
H22 -21.8478 -1.0228 -4.3426
H23 -22.8740 -2.3912 -3.5691
H24 -22.7994 -2.2277 -5.2315
H25 -20.9530 -5.5979 -5.4472
H26 -22.2601 -4.5713 -6.0841
H27 -22.1141 -5.1338 -4.3173
N1 -17.2110 -2.0169 -11.2668
C12 -17.7517 -0.7913 -11.8451
C13 -18.5758 -1.1492 -13.0974
C14 -20.0053 -1.7239 -12.8266
O1 -21.0188 -1.0562 -13.0487
O2 -20.0314 -2.9686 -12.4773
H28 -16.8017 -1.8860 -10.3379
H29 -16.5392 -2.4676 -11.8654
H30 -16.9747 -0.1319 -12.0846
H31 -18.3840 -0.3584 -11.0788
H32 -18.0037 -1.8235 -13.7062
H33 -18.6923 -0.2074 -13.6495
N2 -11.9390 -2.0796 -14.1807
C15 -12.1933 -3.0479 -14.7656
C16 -12.7065 -4.3020 -15.4631
C17 -13.7021 -5.0922 -14.8865
C18 -14.0148 -6.3438 -15.3651
C19 -13.3600 -6.8521 -16.5245
C20 -12.3588 -6.0206 -17.0859
C21 -12.1423 -4.7056 -16.6355
H34 -14.1315 -4.7226 -13.9573
H35 -14.7444 -7.0267 -14.8200
H36 -13.6276 -7.8395 -16.8967
H37 -11.8380 -6.4037 -17.9637
H38 -11.4593 -4.0357 -17.2075
C22 -25.6999 -3.6549 -14.3239
C23 -24.3696 -3.3562 -13.5626
C24 -23.1661 -3.9783 -14.3722
C25 -24.2455 -1.8055 -13.3610
C26 -24.2518 -3.8491 -12.2080
N3 -23.9543 -4.1583 -11.1434
H39 -25.9725 -2.9796 -15.1206
H40 -26.5195 -3.6699 -13.6866
H41 -25.5897 -4.6479 -14.7425
H42 -23.3294 -3.7965 -15.4356
H43 -23.1638 -5.0874 -14.1981
H44 -22.2245 -3.5649 -14.1083
H45 -24.4248 -1.2066 -14.3073
H46 -23.2752 -1.6188 -12.9180
H47 -24.9484 -1.5564 -12.5324
C27 -18.1809 -7.3417 -15.2850
Si1 -18.6925 -5.8761 -14.2643
C28 -20.0926 -6.4246 -13.1377
C29 -19.2004 -4.5866 -15.4943
Se1 -16.9695 -5.0482 -12.9645
H48 -18.9893 -7.5530 -15.9379
H49 -17.9886 -8.2775 -14.8317
H50 -17.2845 -7.1029 -15.8725
H51 -20.9029 -7.0384 -13.5593
H52 -20.4371 -5.4879 -12.6600
H53 -19.5771 -6.9197 -12.2748
H54 -20.0435 -4.9839 -16.0915
H55 -18.4508 -4.3546 -16.2108
H56 -19.5277 -3.6451 -15.0196

Forces on atoms 1 to 6 (eV/Å):
1.3364 -0.0379 1.0123
-0.9117 -2.2156 0.3326
-1.8572 0.0395 0.3684
2.1712 -1.3484 -0.3382
-0.5622 -0.9526 0.2771
-1.8950 -0.3721 -0.4048

The molar mass is 869.53 Da. Its frontier orbital gap (spin up / spin down) is 8.338 / 8.235 eV. The highest occupied orbital energy (spin up / spin down) is -8.0 / -8.1 eV. The energy above the lowest of the compared OMol25 structures with the same formula, charge and spin is 54.5 kcal/mol. As for the spin multiplicity: 4. For the max |F|, the calculation gives 3.46 eV Å⁻¹. Its net charge is 0. The calculation puts the LUMO energy (spin up / spin down) at 0.35 / 0.15 eV. For the total energy, the calculation gives -332913.056 eV.



Entry 2:
Molecular formula: C5H7NO
Method: DFT, ωB97M-V with the def2-TZVPD basis set

Positions of all 14 atoms, in Å:
C1 2.6466 -0.3797 0.6924
C2 1.5781 0.0177 0.2339
C3 -0.7010 -0.3535 0.8709
C4 -0.2586 1.4410 -0.8155
C5 0.2366 0.2681 -0.0083
N1 -1.9530 -0.1350 0.7867
O1 -0.0791 -1.8362 -1.0988
H1 3.5412 -0.8258 0.8188
H2 -0.1287 -1.1052 1.4459
H3 0.5183 1.9339 -1.3286
H4 -0.6320 2.1323 -0.0113
H5 -1.0940 1.0227 -1.3565
H6 -2.6660 -0.5123 1.3644
H7 -1.0086 -1.6679 -1.5940

Forces on atoms 1 to 6 (eV/Å):
-3.9705 1.6336 -1.7598
2.1110 -0.9723 1.3360
-0.7915 -2.1213 0.8832
-0.4186 -0.7810 2.3223
-0.2330 0.9024 -1.6384
0.9435 1.6283 -1.0557

The molar mass is 97.12 Da. Its frontier orbital gap (spin up / spin down) is 7.240 / 8.448 eV. The highest occupied orbital energy (spin up / spin down) is -8.5 / -9.8 eV. The energy above the lowest of the compared OMol25 structures with the same formula, charge and spin is 147.8 kcal/mol. For the max |F|, the calculation gives 4.64 eV Å⁻¹. Its net charge is 0. The calculation puts the LUMO energy (spin up / spin down) at -1.28 / -1.36 eV. For the total energy, the calculation gives -8829.794 eV.



Entry 3:
Molecular formula: C10H20OSi
Method: DFT, ωB97M-V with the def2-TZVPD basis set

Positions of all 32 atoms, in Å:
C1 3.9650 0.7538 1.0834
C2 3.0038 1.3245 0.2310
C3 2.5133 0.5133 -0.8433
C4 1.0742 -2.8005 -0.4017
C5 -0.8992 2.3729 -0.9243
C6 -2.4537 0.4507 -1.7052
C7 -0.2847 1.1445 1.9314
C8 -0.4415 -2.5166 -0.5474
C9 -0.8620 -1.6775 0.6231
C10 -1.0332 0.8183 -1.1607
O1 2.9865 -0.1560 -1.7113
Si1 -0.2885 0.0531 0.3604
H1 3.8868 1.0822 2.1326
H2 4.6375 -0.0962 0.7285
H3 2.3598 2.0268 0.7410
H4 1.6196 -1.8215 -0.2304
H5 1.1667 -3.4807 0.4997
H6 1.5878 -3.2883 -1.1710
H7 0.1582 2.5992 -0.7227
H8 -1.2545 2.8333 -1.8814
H9 -1.6454 2.5515 -0.1245
H10 -2.6778 1.1062 -2.5950
H11 -3.2840 0.7637 -0.9118
H12 -2.4168 -0.5119 -2.0125
H13 0.5142 0.7067 2.6282
H14 0.2049 2.1744 1.8171
H15 -1.2452 1.2300 2.4156
H16 -0.7547 -2.0434 -1.4547
H17 -0.9252 -3.5483 -0.5459
H18 -0.5335 -1.9905 1.5816
H19 -1.9257 -1.5154 0.7436
H20 -0.4159 0.5830 -1.9831

Forces on atoms 1 to 6 (eV/Å):
-1.2014 0.2685 -1.8601
2.2264 -1.3449 2.7428
-1.3673 -1.3739 -0.1918
-0.3933 1.1810 2.1857
-1.1351 -1.4758 -1.1600
-0.7612 4.9630 2.3455

The molar mass is 184.35 Da. Its frontier orbital gap (spin up / spin down) is 7.129 / 6.547 eV. The highest occupied orbital energy (spin up / spin down) is -6.9 / -6.5 eV. The energy above the lowest of the compared OMol25 structures with the same formula, charge and spin is 145.1 kcal/mol. For the max |F|, the calculation gives 5.54 eV Å⁻¹. Its net charge is 0. The calculation puts the LUMO energy (spin up / spin down) at 0.21 / 0.08 eV. For the total energy, the calculation gives -20614.880 eV.



Entry 4:
Molecular formula: C4H6N2OS
Method: DFT, ωB97M-V with the def2-TZVPD basis set

Positions of all 14 atoms, in Å:
C1 -0.6900 0.2418 -0.1974
C2 1.6385 -0.0682 1.2284
C3 1.6721 -0.6100 -0.2642
C4 0.3019 -0.6719 -0.9353
H1 -1.1608 1.3273 1.6241
H2 2.7519 0.1143 1.5658
H3 0.9941 -0.8650 1.7671
H4 2.6231 -0.6184 -0.6709
H5 0.9288 -2.7546 -0.7967
H6 0.3049 -0.7527 -1.9735
N1 -0.3149 0.8543 0.9344
N2 0.7742 -1.8273 -0.2773
O1 1.0004 1.1740 1.2421
S1 -2.1997 0.4761 -0.9401

Forces on atoms 1 to 6 (eV/Å):
-1.5513 -0.2298 -2.0857
2.0173 -1.7038 -0.9194
-2.5382 -1.8089 2.5226
1.5037 1.6977 2.0868
3.4625 -1.5282 -2.8749
-2.3437 -0.4926 -0.2405

The molar mass is 130.17 Da. Its frontier orbital gap is 8.733 eV. The highest occupied orbital energy is -8.3 eV. The energy above the lowest of the compared OMol25 structures with the same formula, charge and spin is 137.4 kcal/mol. For the max |F|, the calculation gives 4.82 eV Å⁻¹. Its net charge is 0. The calculation puts the LUMO energy at 0.39 eV. Its SMILES is S=C1NOC[C@H]2N[C@@H]12. For the total energy, the calculation gives -20103.382 eV.



Entry 5:
Molecular formula: C2H7N2O
Method: DFT, ωB97M-V with the def2-TZVPD basis set

Positions of all 12 atoms, in Å:
C1 0.7188 1.7181 1.2236
C2 -0.2709 -0.6051 -1.3434
N1 -1.0624 -2.0549 0.3884
N2 -0.8114 -0.8405 0.0475
O1 -0.9303 -3.0282 -0.3913
H1 0.4497 1.8336 2.3361
H2 1.7710 1.4772 1.1310
H3 0.4475 2.5364 0.7017
H4 -1.1728 -0.7432 -2.0899
H5 0.1710 0.2839 -1.1592
H6 0.4430 -1.3999 -1.6681
H7 0.2467 0.8226 0.8237

Forces on atoms 1 to 6 (eV/Å):
0.5941 -2.9526 3.1873
-3.0483 -4.7458 -0.2608
-0.4670 0.9847 1.2399
0.2941 -1.1775 -0.7209
0.3939 -0.0087 -1.1038
0.3860 -0.1947 -1.6658

The molar mass is 75.09 Da. Its frontier orbital gap is 6.806 eV. The highest occupied orbital energy is -2.6 eV. The energy above the lowest of the compared OMol25 structures with the same formula, charge and spin is 55.6 kcal/mol. For the max |F|, the calculation gives 5.65 eV Å⁻¹. Its net charge is -1. The calculation puts the LUMO energy at 4.21 eV. For the total energy, the calculation gives -7212.969 eV.



Entry 6:
Molecular formula: C5H6ClNO
Method: DFT, ωB97M-V with the def2-TZVPD basis set

Positions of all 14 atoms, in Å:
C1 0.2365 -0.3708 0.8227
C2 0.1443 -1.1520 -0.4913
C3 -0.5215 0.9202 0.4591
C4 -0.3774 -0.5069 -1.5070
C5 -0.7123 0.9490 -1.0805
N1 -1.7461 -1.2601 1.6899
O1 -0.5247 -1.2139 1.7434
Cl1 0.4301 2.1118 -1.5940
H1 1.2307 -0.1106 1.2258
H2 0.4935 -2.1775 -0.5453
H3 -1.4623 0.9274 0.9874
H4 0.1303 1.6651 0.8514
H5 -0.7309 -0.9517 -2.4540
H6 -1.6432 1.2888 -1.3788

Forces on atoms 1 to 6 (eV/Å):
-0.9094 0.7145 -2.8873
1.4994 -0.6314 0.6089
0.0679 -1.2163 0.4586
-1.3623 1.3807 -0.1056
1.2709 -2.2905 1.9240
-1.5686 0.1283 -0.2643

The molar mass is 131.56 Da. Its frontier orbital gap (spin up / spin down) is 8.881 / 8.854 eV. The highest occupied orbital energy (spin up / spin down) is -8.5 / -8.5 eV. The energy above the lowest of the compared OMol25 structures with the same formula, charge and spin is 124.6 kcal/mol. For the max |F|, the calculation gives 3.25 eV Å⁻¹. Its net charge is 0. The calculation puts the LUMO energy (spin up / spin down) at 0.38 / 0.37 eV. For the total energy, the calculation gives -21337.079 eV.



Entry 7:
Molecular formula: C32H31ClFeN3PSe2
Method: DFT, ωB97M-V with the def2-TZVPD basis set

Positions of all 71 atoms, in Å:
Fe1 -0.3851 -0.6590 0.5772
C1 2.4056 -2.3563 1.9156
Se1 1.3928 -0.7241 2.2054
C2 0.4018 -1.2380 3.8057
C3 -0.5112 -2.4209 3.5810
Se2 -1.5283 -2.2880 1.9137
C4 -3.2192 -1.5886 2.5711
H1 3.1040 -2.4392 2.7452
H2 2.9486 -2.2348 0.9821
H3 1.7581 -3.2262 1.8598
H4 -0.1424 -0.3376 4.0880
H5 1.1377 -1.4476 4.5827
H6 -1.2402 -2.5314 4.3840
H7 0.0363 -3.3584 3.5020
H8 -3.6741 -2.3899 3.1492
H9 -3.8393 -1.3631 1.7078
H10 -3.0597 -0.7062 3.1819
Cl1 -2.3128 -0.6900 -0.8384
C5 -3.3430 0.6109 -0.2177
C6 -4.6316 0.6986 -0.6924
C7 -5.4311 1.7339 -0.2113
C8 -4.9361 2.6465 0.7098
C9 -3.6306 2.5421 1.1679
C10 -2.8086 1.5142 0.7021
P1 -1.1112 1.3443 1.2373
C11 -0.7731 2.3353 2.6720
C12 -1.4137 1.9982 3.8727
C13 -1.2126 2.7751 4.9982
C14 -0.3775 3.8873 4.9315
C15 0.2442 4.2331 3.7395
C16 0.0498 3.4631 2.6029
C17 0.0102 1.6587 -0.1480
C18 -0.5062 1.9215 -1.4379
C19 0.3366 2.2942 -2.4632
C20 1.7075 2.4165 -2.2322
C21 2.2363 2.1694 -0.9699
C22 1.4004 1.7993 0.0675
H11 -5.0130 -0.0122 -1.4134
H12 -6.4494 1.8205 -0.5663
H13 -5.5676 3.4472 1.0697
H14 -3.2450 3.2593 1.8815
H15 -2.0899 1.1520 3.9227
H16 -1.7111 2.5254 5.9251
H17 -0.2244 4.4955 5.8131
H18 0.8723 5.1121 3.6898
H19 0.5125 3.7599 1.6713
H20 -1.5707 1.8791 -1.6222
H21 -0.0703 2.5172 -3.4404
H22 2.3601 2.7260 -3.0391
H23 3.2955 2.2920 -0.7876
H24 1.8204 1.6670 1.0547
N1 4.9828 -1.8400 -8.4384
C23 4.4229 -1.9448 -7.4422
C24 3.7127 -2.0694 -6.1983
C25 4.2290 -1.4754 -5.0485
C26 3.5449 -1.5891 -3.8507
C27 2.3475 -2.2863 -3.8267
C28 1.8226 -2.8867 -4.9591
C29 2.5151 -2.7805 -6.1531
N2 1.6274 -2.3964 -2.5817
C30 1.2544 -3.5620 -1.9559
C31 0.6119 -3.1969 -0.8176
N3 0.5812 -1.8146 -0.7444
C32 1.2051 -1.3728 -1.8323
H25 5.1695 -0.9445 -5.0966
H26 3.9529 -1.1639 -2.9422
H27 0.8832 -3.4227 -4.9157
H28 2.1293 -3.2390 -7.0528
H29 1.4888 -4.5282 -2.3689
H30 0.1636 -3.8304 -0.0718
H31 1.3534 -0.3398 -2.1050

Forces on atoms 1 to 6 (eV/Å):
-0.0366 0.0389 0.0578
-0.0029 0.0175 0.0160
0.0167 -0.0568 0.0064
-0.0124 0.0289 -0.0257
0.0370 -0.0143 0.0081
-0.0244 0.0321 0.0016

The molar mass is 737.81 Da. Its frontier orbital gap (spin up / spin down) is 4.854 / 6.270 eV. The highest occupied orbital energy (spin up / spin down) is -16.0 / -16.0 eV. The energy above the lowest of the compared OMol25 structures with the same formula, charge and spin is 0.0 kcal/mol. As for the spin multiplicity: 2. For the max |F|, the calculation gives 0.08 eV Å⁻¹. Its net charge is +3. The calculation puts the LUMO energy (spin up / spin down) at -11.16 / -9.75 eV. For the total energy, the calculation gives -225022.767 eV.